# 1
{
  "formula": "C5H8CdFO4",
  "method": "ωB97M-V with the def2-TZVPD basis set",
  "species": ["C", "O", "C", "H", "H", "H", "H", "H", "C", "O", "C", "C", "O", "O", "F", "H", "H", "H", "Cd"],
  "coordinates": [[0.673, 0.344, -1.253], [1.334, -0.924, -1.178], [-0.669, 0.151, -1.916], [0.562, 0.748, -0.236], [1.303, 1.038, -1.834], [-1.174, 1.123, -1.999], [-0.553, -0.263, -2.926], [-1.304, -0.523, -1.326], [2.901, -2.224, 1.004], [2.740, -0.953, 0.654], [2.660, -0.893, -0.811], [3.330, -2.216, -1.199], [3.335, -2.969, 0.027], [2.979, -2.570, 2.178], [3.038, -1.178, 5.611], [3.201, 0.016, -1.101], [2.740, -2.757, -1.943], [4.365, -2.087, -1.530], [3.018, -1.775, 3.934]],
  "mulliken_charge": [-0.20, -0.36, -1.21, 0.28, 0.31, 0.39, 0.31, 0.32, 0.92, -0.35, 0.15, -0.37, -0.23, -0.58, -0.62, 0.46, 0.30, 0.31, 1.16],
  "charge": 1,
  "orbital_gap_ha": 0.381,
  "e_tot_ev": -20779.076,
  "largest_force_ev_per_a": 4.05,
  "e_above_lowest_kcal_mol": 0.0,
  "homo_ev": -14.68
}

=====

# 2
{
  "formula": "C2H4CrO4S",
  "method": "ωB97M-V with the def2-TZVPD basis set",
  "species": ["S", "O", "O", "O", "C", "C", "O", "Cr", "H", "H", "H", "H"],
  "coordinates": [[2.563, 0.939, 0.416], [2.864, -0.304, -0.379], [2.009, 2.014, -0.620], [1.150, 0.656, 1.160], [-0.808, -1.142, 0.305], [-1.704, -0.183, -0.388], [-1.350, 0.982, -0.673], [0.190, 1.897, 0.007], [-1.179, -2.167, 0.142], [0.132, -1.176, -0.269], [-1.368, -0.886, 1.306], [-2.499, -0.630, -1.009]],
  "mulliken_charge": [0.72, -0.58, -0.73, -0.70, -0.87, 0.21, -0.67, 1.25, 0.35, 0.33, 0.30, 0.38],
  "charge": 0,
  "orbital_gap_ha": [0.260, 0.272],
  "e_tot_ev": -49582.937,
  "largest_force_ev_per_a": 3.93,
  "multiplicity": 5,
  "e_above_lowest_kcal_mol": 7.4,
  "homo_ev": [-8.14, -8.51]
}

=====

# 3
{
  "formula": "C7H15N2S",
  "method": "ωB97M-V with the def2-TZVPD basis set",
  "species": ["S", "C", "C", "C", "C", "H", "H", "H", "H", "H", "H", "H", "H", "H", "H", "C", "C", "C", "N", "N", "H", "H", "H", "H", "H"],
  "coordinates": [[0.507, 1.199, 1.628], [-1.784, 1.883, 0.154], [-1.287, 0.797, 3.752], [-0.667, 2.443, 1.026], [-0.578, 0.112, 2.590], [-1.360, 1.321, -0.695], [-2.398, 2.709, -0.243], [-2.436, 1.207, 0.733], [-1.989, 1.566, 3.388], [-1.853, 0.052, 4.337], [-0.550, 1.279, 4.416], [-0.033, 3.136, 0.440], [-1.079, 3.008, 1.884], [-1.307, -0.375, 1.913], [0.107, -0.672, 2.967], [1.234, -2.642, -3.694], [0.493, -2.000, -2.738], [2.638, -1.542, -2.366], [2.547, -2.338, -3.435], [1.389, -1.333, -1.938], [0.931, -3.281, -4.524], [-0.583, -1.967, -2.569], [3.552, -1.140, -1.928], [3.362, -2.671, -3.981], [1.145, -0.749, -1.118]],
  "mulliken_charge": [-0.17, -0.93, -1.07, -0.43, -0.40, 0.17, 0.36, 0.26, 0.26, 0.36, 0.29, 0.34, 0.33, 0.29, 0.37, -0.33, -0.17, -0.13, -0.04, 0.08, 0.38, 0.38, 0.37, 0.26, 0.18],
  "charge": 1,
  "orbital_gap_ha": 0.295,
  "e_tot_ev": -21311.676,
  "largest_force_ev_per_a": 1.10,
  "e_above_lowest_kcal_mol": 8.4,
  "homo_ev": -11.24
}

=====

# 4
{
  "formula": "C2H6N3S",
  "method": "ωB97M-V with the def2-TZVPD basis set",
  "species": ["C", "C", "N", "N", "N", "S", "H", "H", "H", "H", "H", "H"],
  "coordinates": [[0.016, 0.586, 0.055], [-0.400, 1.227, -1.366], [0.282, -0.808, -0.160], [-0.007, -1.236, -1.303], [0.504, -1.278, 2.244], [-0.415, -0.204, -2.440], [0.972, 0.961, 0.426], [-0.787, 0.797, 0.845], [-1.458, 1.437, -1.180], [0.336, 1.959, -1.919], [1.399, -1.794, 2.398], [-0.441, -1.647, 2.400]],
  "mulliken_charge": [-0.40, -0.43, 0.21, -0.21, -0.37, 0.28, 0.30, 0.31, 0.34, 0.39, 0.28, 0.29],
  "charge": 1,
  "orbital_gap_ha": [0.225, 0.342],
  "e_tot_ev": -17463.361,
  "largest_force_ev_per_a": 4.46,
  "e_above_lowest_kcal_mol": 156.3,
  "homo_ev": [-14.54, -14.90]
}